The following is a DFT calculation (ωB97M-V with the def2-TZVPD basis set) of a single C9H20N4O3S molecule at a distorted geometry.

Values from the calculation:
- SMILES: CCCCS(=O)(=O)NC1=NCN(CCO)CN1
- LUMO level: 0.0280 hartree
- HOMO-LUMO gap: 9.68 eV
- Multiplicity: 1
- Strongest force on any atom: 0.0211 hartree/bohr

Atoms and positions in Å:
C 5.399028 1.369266 0.481877
C 4.014615 1.138045 1.074094
C 3.172021 0.223165 0.183249
C 1.790893 -0.015625 0.754206
H 1.163968 0.872743 0.714217
H 1.824292 -0.413199 1.765184
S 0.937298 -1.273133 -0.238099
O 1.858322 -2.284813 -0.645091
O -0.251807 -1.687912 0.459649
N 0.418801 -0.467616 -1.618874
C -0.664381 0.388224 -1.315299
N -0.440297 1.586864 -0.944670
C -1.591840 2.327606 -0.468480
N -2.635691 1.485033 0.095188
C -3.023506 0.530343 -0.911393
N -1.872101 -0.208100 -1.433862
H -1.878941 -1.215300 -1.387953
H -3.747988 -0.176258 -0.511820
H -3.481994 1.087054 -1.738836
C -2.195369 0.890053 1.358358
H -2.143539 1.710701 2.079978
C -3.126744 -0.189535 1.910092
O -3.041591 -1.419145 1.234817
H -2.106491 -1.657997 1.126140
H -4.168801 0.132937 1.836832
H -2.879974 -0.327401 2.973729
H -1.192281 0.442634 1.270673
H -1.233035 3.020369 0.297595
H -2.022045 2.914979 -1.287522
H 1.192039 0.013724 -2.053450
H 3.668727 -0.741821 0.064398
H 3.080882 0.676507 -0.806579
H 3.502632 2.095229 1.192073
H 4.113015 0.687229 2.063477
H 5.323255 1.843737 -0.493623
H 5.924814 0.424923 0.363746
H 5.987984 2.012281 1.130921

Force components x, y, z for each atom (eV/Å):
C -0.191 0.016 0.165
C -0.038 -0.086 -0.280
C 0.233 0.081 0.213
C -0.251 -0.537 -0.551
H -0.096 0.037 0.044
H -0.045 -0.127 0.099
S 0.239 -0.059 0.251
O 0.271 0.175 -0.147
O -0.043 0.160 0.014
N 0.357 -0.870 0.543
C -0.498 0.702 -0.024
N 0.469 -0.182 -0.163
C -0.281 0.288 -0.021
N -0.026 0.040 0.006
C -0.427 0.177 -0.260
N -0.165 -0.116 -0.008
H -0.010 0.040 -0.009
H 0.129 0.049 -0.137
H 0.034 -0.094 0.159
C -0.108 -0.183 0.118
H 0.062 -0.099 0.037
C 0.183 0.448 0.271
O 0.210 -0.479 -0.264
H -0.185 0.066 0.086
H 0.056 0.037 0.067
H -0.107 0.088 -0.102
H -0.114 0.111 0.116
H -0.143 -0.021 -0.054
H 0.033 0.027 0.079
H 0.152 0.156 -0.124
H 0.073 0.077 -0.057
H 0.060 0.010 -0.084
H -0.034 0.024 0.100
H -0.068 0.019 0.071
H 0.045 0.052 -0.120
H 0.107 -0.083 -0.038
H 0.119 0.054 0.003

The following is a DFT calculation (ωB97M-V with the def2-TZVPD basis set) of a single C9H20OSi molecule at a distorted geometry.

Values from the calculation:
- Energy relative to the best compared isomer or geometry (same formula, charge and spin): 25.3 kcal per mole
- SMILES: CCCCCC(=O)[Si](C)(C)C
- LUMO level: 0.0314 hartree
- HOMO-LUMO gap: 9.59 eV
- Multiplicity: 1
- Strongest force on any atom: 0.0657 hartree/bohr

Atoms and positions in Å:
O -2.599763 0.926210 0.167498
C -1.661690 0.285324 0.524254
C 2.847605 -0.762602 -3.268047
C -1.027288 -0.751218 -0.331612
C 1.414726 -0.468621 -3.436329
C -0.384810 -0.119514 -1.595322
C 0.595902 -1.164094 -2.252527
C -0.393809 -0.865666 3.109406
C 0.460858 1.843083 1.835082
C -2.216701 1.316977 3.312651
Si -0.944066 0.688577 2.189885
H 3.194707 -1.565141 -3.905755
H 3.014762 -1.115285 -2.201136
H 3.514569 0.046071 -3.654758
H -0.205122 -1.211659 0.198995
H -1.773416 -1.572786 -0.550791
H 1.198481 0.596902 -3.395817
H 1.091809 -0.800736 -4.433501
H -1.114757 0.221230 -2.283928
H 0.155813 0.816993 -1.328003
H -0.025407 -2.001430 -2.644410
H 1.270714 -1.475685 -1.498511
H -0.178887 -1.591802 2.376951
H -1.259475 -1.219149 3.651336
H 0.498514 -0.768218 3.737477
H -0.179411 2.674476 1.540043
H 1.124351 1.590321 1.001650
H 1.143202 2.027998 2.701522
H -2.659114 2.167847 2.759111
H -1.969242 1.747069 4.272663
H -2.933054 0.504528 3.401924

Force components x, y, z for each atom (eV/Å):
O -2.082 1.299 -1.125
C 0.881 -1.020 0.632
C 2.267 -0.189 0.402
C -0.043 -0.638 -1.132
C -1.942 -0.635 0.574
C 1.099 -0.926 0.582
C -1.863 1.981 -2.006
C 0.094 0.719 -0.204
C 0.511 -0.043 0.302
C -0.993 1.728 -0.797
Si 2.024 -1.258 1.947
H -0.238 -0.688 -0.029
H 0.575 0.956 -1.298
H -0.400 -0.215 1.034
H 0.151 -0.274 0.363
H 0.697 0.912 -0.041
H 0.102 0.138 0.066
H -0.251 0.019 0.359
H -0.904 0.072 -0.763
H -0.016 -0.686 0.109
H 0.599 0.327 0.448
H 0.611 -0.639 0.653
H 0.461 -1.264 -0.815
H -0.028 -0.191 0.475
H -0.361 0.126 0.055
H 0.678 0.848 0.048
H -0.350 -0.108 -0.040
H -0.916 0.232 -0.539
H -0.451 -0.406 0.252
H 0.418 -0.339 0.313
H -0.330 0.163 0.176

The following is a DFT calculation (ωB97M-V with the def2-TZVPD basis set) of a single C9H20Si2 molecule at a distorted geometry.

Values from the calculation:
- Energy relative to the best compared isomer or geometry (same formula, charge and spin): 10.1 kcal per mole
- SMILES: C[Si](C)(C)C1=C([Si](C)(C)C)C1
- LUMO level: 0.0297 hartree
- HOMO-LUMO gap: 9.17 eV
- Multiplicity: 1
- Strongest force on any atom: 0.1120 hartree/bohr

Atoms and positions in Å:
C -0.567669 -0.469867 -0.805130
C -0.276902 0.940739 -0.855670
C -1.042423 0.238631 -1.989784
C 0.129045 -3.312573 -1.256860
C -2.643964 -2.632982 0.318434
C 0.120800 -2.157045 1.664841
C 1.087961 3.542839 -1.221032
C 2.436327 1.335101 0.692501
C -0.247221 2.917592 1.532581
Si -0.777610 -2.125552 0.021080
Si 0.828512 2.177440 0.094002
H -0.670939 0.242908 -2.980036
H -2.038175 0.480198 -2.027245
H 0.831795 -2.739218 -1.640128
H 0.588491 -4.128212 -0.719592
H -0.679522 -3.612005 -1.933517
H -3.050152 -2.778318 -0.588682
H -2.598809 -3.507098 0.835783
H -3.133873 -1.971184 1.008617
H 1.318267 -2.210564 1.611150
H -0.039143 -1.197190 2.323791
H -0.077321 -3.099860 2.341150
H 2.009479 3.339471 -1.767406
H 0.164603 3.649312 -1.738122
H 1.388135 4.622414 -0.857329
H 2.287950 0.229626 0.871714
H 3.188534 1.499647 -0.022429
H 2.687074 1.640761 1.789934
H -0.386727 2.253708 2.241727
H 0.291432 3.720713 1.948558
H -1.127954 3.110570 1.107101

Force components x, y, z for each atom (eV/Å):
C 1.173 4.207 0.946
C -0.174 -5.614 0.732
C 0.920 1.568 0.399
C -4.565 -1.373 3.236
C 3.442 2.785 1.468
C 2.439 -0.041 2.715
C 2.013 1.897 2.274
C -1.848 -0.872 3.019
C 4.447 0.235 -3.121
Si 0.330 -0.707 -0.273
Si -1.005 0.322 -0.001
H 1.044 -0.635 -0.956
H -2.691 0.525 -0.126
H 3.257 2.570 -2.351
H -0.102 -0.514 -0.037
H 0.643 -0.214 -0.226
H -2.024 -0.250 -3.017
H 0.224 -2.925 1.303
H -0.462 0.724 -0.229
H -2.518 0.222 -0.383
H -0.017 -1.828 -1.181
H -0.074 1.820 -1.307
H -0.525 -0.468 -0.838
H -0.397 -0.058 -1.021
H -0.900 -1.972 -0.039
H -0.006 0.982 -0.723
H 1.341 0.178 -0.563
H -0.063 0.118 -2.124
H -0.676 -3.520 3.605
H 0.306 1.399 0.348
H -3.533 1.437 -1.530

The following is a DFT calculation (ωB97M-V with the def2-TZVPD basis set) of a molecular structure, C9H21AgN5O9 at a distorted geometry.

Values from the calculation:
- Energy relative to the best compared isomer or geometry (same formula, charge and spin): 0.0 kcal per mole
- Net charge: -1
- LUMO level: 0.0967 hartree
- HOMO-LUMO gap: 7.11 eV
- Multiplicity: 1
- Strongest force on any atom: 0.0362 hartree/bohr

Atoms and positions in Å:
Ag -0.344684 -0.147510 -0.140541
N -1.623224 -1.008064 -3.419634
O -1.285612 -1.006300 -2.188655
O -1.181090 -0.123915 -4.162857
O -2.382236 -1.901593 -3.824646
N -0.098475 2.292372 -1.620014
O 0.746949 1.400054 -1.900957
O -0.741937 2.861119 -2.534598
O -0.287944 2.649803 -0.423314
C 1.332554 -3.308348 2.293414
C 1.199915 -3.010145 0.823813
O 0.152073 -2.539820 0.409002
N 2.271788 -3.262766 0.049575
C 2.477364 -2.959246 -1.333001
H 1.020046 -2.349851 2.715410
H 2.368092 -3.368390 2.634852
H 0.694815 -4.133502 2.591664
H 3.047416 -3.752036 0.461626
H 1.702271 -2.344650 -1.787759
H 2.561916 -3.856099 -1.957286
H 3.441467 -2.464896 -1.481283
C 4.023611 1.956766 0.381783
C 2.672208 1.698929 1.078380
O 1.967439 0.730712 0.881968
N 2.344200 2.680089 1.944997
C 1.078628 2.801218 2.686242
H 4.306097 1.087583 -0.206158
H 4.745841 2.196120 1.157207
H 3.781163 2.725884 -0.353906
H 2.882637 3.517106 1.798662
H 1.138256 3.840072 3.001614
H 1.067477 2.128058 3.542639
H 0.230658 2.553264 2.050024
C -3.466588 2.225492 -0.031759
C -3.246390 0.757246 0.078728
O -2.396263 0.192826 0.766784
N -4.137526 0.020692 -0.631261
C -4.116006 -1.424623 -0.576985
H -4.067500 2.568491 0.810826
H -3.981769 2.510275 -0.949827
H -2.491078 2.703218 -0.165902
H -5.039827 0.437765 -0.778066
H -3.834101 -1.937189 0.347605
H -3.408014 -1.821575 -1.307959
H -5.124616 -1.814635 -0.730447

Force components x, y, z for each atom (eV/Å):
Ag 0.637 0.069 -0.463
N 0.621 0.736 0.286
O -0.338 -0.362 -0.126
O -0.315 -0.519 0.047
O -0.160 -0.111 -0.080
N -0.141 0.737 -1.705
O -0.537 0.498 0.664
O 0.655 -0.513 1.004
O 0.086 -0.399 0.200
C 0.614 1.127 0.040
C -0.428 -0.029 -0.320
O 0.130 0.063 -0.207
N 0.633 -0.400 0.267
C 0.208 0.076 -1.362
H -0.504 -0.332 0.360
H -0.013 -0.668 -0.122
H 0.045 0.046 0.150
H -0.138 0.112 0.345
H -0.162 0.078 0.434
H -0.300 -0.173 0.235
H -0.135 0.284 0.249
C -1.451 -0.573 -0.082
C 0.025 -0.342 -0.319
O 0.152 -0.592 0.225
N 0.102 0.234 0.147
C 1.004 -0.145 -0.638
H 0.059 -0.137 0.260
H 0.290 0.342 -0.373
H 0.560 0.386 0.199
H -0.155 0.107 0.294
H -0.827 -0.042 0.277
H 0.095 0.067 0.106
H -0.031 0.331 -0.118
C 0.429 0.624 -0.540
C -0.841 -0.883 -0.290
O -0.030 0.592 0.145
N -0.053 -0.441 0.906
C -0.095 -1.287 -0.239
H 0.387 0.209 0.188
H -0.274 -0.378 0.002
H -0.014 0.143 0.694
H 0.148 0.202 -0.388
H 0.269 0.960 0.469
H -0.234 0.102 -0.260
H 0.026 0.201 -0.563

For each record above, in turn, the calculated HOMO energy values are -8.92 -8.73 -8.36 -4.48 eV.